This record from the Open Molecules 2025 dataset describes 7 unconnected molecules or ions with the total composition C39H83F2NO16SSi in a non-equilibrium geometry. The level of theory is ωB97M-V/def2-TZVPD.

Values from the calculation:
* LUMO level: 0.02294 hartree
* orbital gap: 9.649 eV
* E_tot: -100177.279 eV
* HOMO level: -9.0 eV

```
143
Properties=species:S:1:pos:R:3:forces:R:3:mulliken_charge:R:1
C -4.608393 3.007436 -3.951328 -0.9 0.3 0.8 -0.884
N -3.822057 1.919309 -4.586111 -0.1 0.3 0.0 0.034
C -3.426496 2.435071 -5.920915 0.2 0.2 -1.0 -0.863
C -2.633241 1.603397 -3.792559 0.4 1.0 -0.6 0.669
O -1.619223 2.217969 -4.034875 -0.1 -1.0 0.6 -0.532
C -2.706184 0.495616 -2.679435 -1.8 0.4 -1.1 -0.781
O -1.435375 -0.046478 -2.340835 0.2 -0.2 0.9 -0.209
S -0.661991 0.849446 -1.159133 -1.0 2.2 1.1 0.823
O -1.540099 0.920425 0.014820 1.0 -0.7 -1.4 -0.635
O 0.672003 -0.023143 -0.598469 0.1 0.0 -1.4 -0.396
C 1.729270 -0.049226 -1.532580 0.7 -2.0 -0.3 0.669
F 1.301216 -0.918124 -2.559572 0.4 1.3 0.6 -0.319
F 1.970474 1.168474 -2.137277 -0.4 -1.1 0.8 -0.148
C 3.025959 -0.716988 -0.940821 -0.5 -0.7 -0.3 -0.882
C 4.270166 -0.524443 -1.893002 -0.7 -0.3 0.4 -0.621
Si 5.370987 0.993162 -1.541901 1.2 0.2 -0.8 0.271
C 7.200544 0.339094 -1.558749 -0.3 -0.8 -0.1 -0.910
C 5.261776 2.172297 -3.053123 0.0 -0.6 -0.3 -0.991
C 5.076977 1.858905 0.119741 -0.2 1.6 3.0 0.477
C 6.215329 2.297022 0.954123 -1.7 0.5 1.0 -0.206
C 6.024843 2.966848 2.251880 -1.3 -0.4 -0.8 -0.584
C 4.700869 3.231195 2.788454 0.0 -1.1 -2.3 -0.505
C 3.559147 2.843171 1.962827 1.3 -0.5 -0.6 -0.479
C 3.747557 2.189326 0.684751 1.7 0.1 0.4 -0.176
H -5.360294 2.609365 -3.212125 0.9 0.4 -0.5 0.254
H -3.924294 3.759000 -3.469949 -0.6 -0.6 -0.2 0.337
H -5.217629 3.585953 -4.699970 0.7 -0.9 0.5 0.339
H -3.022088 3.489954 -5.881789 0.0 -1.1 0.1 0.327
H -2.689779 1.740850 -6.394355 -0.4 0.7 0.5 0.222
H -4.295596 2.491008 -6.636946 0.6 -0.3 1.1 0.360
H -3.362886 -0.316176 -3.101275 0.9 0.6 0.5 0.321
H -3.277893 0.936888 -1.823049 0.7 -0.4 -0.4 0.341
H 2.788437 -1.819515 -0.944010 0.0 1.2 0.1 0.452
H 3.197389 -0.452139 0.130863 -0.1 0.2 -1.0 0.425
H 3.884920 -0.476177 -2.948377 0.5 -0.1 0.9 0.417
H 4.904541 -1.450391 -1.792065 -0.6 0.9 -0.2 0.415
H 7.162350 -0.780369 -1.709837 0.0 1.1 0.2 0.072
H 7.761190 0.749141 -2.434888 -0.3 -0.1 0.9 0.375
H 7.728564 0.494676 -0.587696 -0.2 0.0 -0.9 0.169
H 6.035479 2.977761 -2.995344 -0.9 -0.4 0.0 0.346
H 5.538006 1.535030 -3.946891 -0.3 0.6 0.8 0.260
H 4.224934 2.540209 -3.248251 0.9 0.1 0.2 0.175
H 7.278531 2.154316 0.653531 -1.1 0.0 0.1 0.277
H 6.921717 3.278732 2.843562 -0.9 -0.4 -0.7 0.314
H 4.527344 3.707553 3.781342 0.3 -0.4 -1.0 0.360
H 2.505525 3.007257 2.293557 1.1 -0.1 -0.1 0.322
H 2.863479 1.885865 0.086379 0.6 0.4 0.6 0.288
C 2.125479 6.964924 -6.827321 -0.1 0.0 -0.1 -0.705
O 2.509551 6.041880 -7.834139 0.1 0.0 0.3 -0.369
C 3.835904 5.557333 -7.650501 -0.3 -0.2 -0.4 -0.540
C 3.839329 4.163479 -7.045805 0.3 0.2 0.4 -0.517
O 3.346915 4.174897 -5.711326 -0.3 0.0 -0.3 -0.290
C 2.003615 3.718951 -5.625620 0.1 0.0 0.2 -0.933
H 1.048977 7.120661 -6.904591 0.1 0.0 -0.1 0.244
H 2.352321 6.592187 -5.825846 0.0 0.0 0.0 0.291
H 2.630580 7.923292 -6.987578 0.0 0.0 0.1 0.327
H 4.423338 6.250123 -7.039853 0.0 -0.1 0.1 0.326
H 4.297192 5.510990 -8.642292 0.0 0.0 0.0 0.370
H 4.872486 3.803590 -7.000438 0.0 0.0 -0.1 0.370
H 3.267856 3.466002 -7.666632 0.0 0.1 0.0 0.355
H 1.969822 2.632608 -5.757269 -0.1 0.0 0.0 0.333
H 1.363170 4.198830 -6.369328 0.0 0.0 0.0 0.503
H 1.625262 3.962105 -4.632550 0.1 0.0 0.0 0.248
C -0.544059 0.915305 4.162334 0.1 0.0 -0.2 -0.612
O 0.599854 1.719284 4.411069 -0.2 -0.1 0.3 -0.188
C 0.539113 2.377102 5.672382 0.5 0.0 -0.3 -0.584
C 1.403802 1.675448 6.706357 -0.4 0.0 0.3 -0.528
O 0.890055 0.387089 7.025789 0.2 0.0 -0.3 -0.320
C 1.603701 -0.655404 6.378739 -0.1 -0.1 0.1 -0.724
H -0.332375 0.284065 3.298801 0.0 0.1 0.0 0.239
H -0.782215 0.273128 5.013400 0.0 0.0 0.0 0.073
H -1.403515 1.551488 3.928180 -0.1 -0.1 0.0 0.338
H -0.495755 2.462018 6.018963 0.0 -0.1 0.0 0.308
H 0.925781 3.390321 5.521171 0.0 0.0 0.1 0.395
H 1.389934 2.261206 7.631150 0.0 0.0 0.0 0.364
H 2.442482 1.608291 6.367038 -0.1 0.0 -0.1 0.378
H 2.578444 -0.792576 6.857953 0.1 0.0 -0.1 0.307
H 1.743247 -0.452649 5.314201 0.0 0.0 0.0 0.306
H 1.029093 -1.576127 6.485120 0.0 0.1 0.1 0.236
C -4.208513 -3.486109 8.807611 0.1 -0.2 0.0 -0.661
O -3.322028 -3.814290 7.748691 -0.2 0.2 0.0 -0.420
C -3.894864 -3.578246 6.467043 0.5 -0.1 0.0 -0.232
C -3.379602 -2.285765 5.857310 -0.5 0.1 0.0 -0.339
O -3.828235 -1.150967 6.589462 0.2 -0.2 0.1 -0.411
C -2.822727 -0.622805 7.442397 -0.1 0.1 -0.1 -0.263
H -3.638993 -3.482759 9.737375 0.0 -0.1 -0.1 0.296
H -4.658226 -2.499556 8.672134 0.0 0.0 0.0 0.315
H -4.995810 -4.243988 8.881090 -0.1 0.1 0.1 0.255
H -4.988260 -3.575720 6.522683 0.0 0.1 0.0 0.067
H -3.593981 -4.413425 5.826250 0.0 0.0 0.0 0.393
H -3.783307 -2.190370 4.844070 0.0 0.0 0.0 0.426
H -2.287188 -2.296210 5.783989 0.0 -0.1 0.1 0.136
H -2.071523 -0.094029 6.847947 0.1 0.0 0.1 -0.144
H -2.339021 -1.403718 8.033704 0.0 0.0 0.0 0.308
H -3.293148 0.086886 8.123531 -0.1 0.0 -0.1 0.317
C 7.207729 -1.910206 1.550284 -0.1 0.1 -0.1 -0.861
O 7.265954 -2.656407 0.343460 0.2 0.0 0.3 -0.198
C 8.579618 -3.132595 0.068056 -0.4 -0.2 -0.3 -0.545
C 8.722845 -4.603157 0.421864 0.4 0.2 0.3 -0.630
O 8.626705 -4.811595 1.826545 -0.3 0.0 -0.1 -0.377
C 7.354594 -5.304620 2.216998 0.1 0.0 0.1 -0.669
H 6.158515 -1.765589 1.810925 0.0 0.0 -0.1 0.228
H 7.702163 -2.429986 2.374067 0.0 0.0 0.0 0.438
H 7.669467 -0.928529 1.401188 0.0 0.0 0.1 0.315
H 9.330030 -2.529127 0.588053 0.0 -0.1 0.1 0.395
H 8.741502 -3.013444 -1.008307 0.1 0.0 0.0 0.358
H 9.718362 -4.941666 0.117598 0.0 0.0 -0.1 0.382
H 7.984197 -5.207983 -0.113805 0.0 0.1 0.0 0.332
H 7.260000 -6.357712 1.932930 -0.1 0.0 0.0 0.333
H 6.540684 -4.729191 1.769508 0.0 0.0 0.0 0.257
H 7.279551 -5.226997 3.301844 0.1 0.0 0.0 0.242
C -5.507632 -0.051530 -11.763006 0.1 -0.1 -0.1 -0.687
O -4.116890 0.229848 -11.759634 -0.2 0.2 0.2 -0.371
C -3.836481 1.584423 -11.422358 0.4 -0.3 0.0 -0.631
C -3.377236 1.713890 -9.979983 -0.4 0.4 0.0 -0.410
O -4.426338 1.398544 -9.069506 0.1 -0.3 -0.1 -0.350
C -4.292143 0.094286 -8.523969 -0.1 0.1 0.1 -0.863
H -5.633292 -1.133590 -11.811175 0.1 0.0 0.0 0.244
H -5.999348 0.316264 -10.859407 0.0 0.0 0.0 0.288
H -5.976437 0.395224 -12.645950 -0.1 0.0 0.1 0.326
H -4.704635 2.222325 -11.615495 0.0 0.0 0.1 0.339
H -3.025647 1.914110 -12.079561 0.0 0.0 0.0 0.378
H -3.096888 2.755605 -9.793548 0.0 0.0 0.0 0.356
H -2.497262 1.090719 -9.791851 -0.1 0.0 -0.1 0.370
H -3.482674 0.082194 -7.787429 0.0 -0.1 0.0 0.322
H -4.095900 -0.651915 -9.297234 0.0 0.0 0.0 0.438
H -5.225175 -0.163317 -8.022017 0.0 0.1 0.0 0.249
C -8.195544 -6.342114 6.964624 -0.1 0.0 -0.1 -0.573
O -9.490972 -5.861560 7.287283 0.3 0.0 0.2 -0.389
C -9.704863 -5.775090 8.692469 -0.4 0.2 -0.3 -0.509
C -9.575182 -4.344311 9.186504 0.3 -0.2 0.3 -0.519
O -8.237739 -3.872997 9.065240 -0.1 0.0 -0.3 -0.326
C -8.060020 -3.025264 7.940809 0.1 0.0 0.1 -0.399
H -8.029074 -6.176074 5.899782 -0.1 0.0 0.0 0.249
H -7.416406 -5.819240 7.524640 0.0 0.0 0.0 0.167
H -8.135648 -7.416900 7.165148 0.1 0.0 0.0 0.338
H -9.022595 -6.438970 9.232575 0.1 0.1 0.0 0.317
H -10.726628 -6.120121 8.880169 0.0 0.0 0.0 0.393
H -9.827121 -4.316589 10.251440 0.0 0.0 0.0 0.351
H -10.271066 -3.683879 8.659564 0.0 -0.1 -0.1 0.358
H -8.513707 -2.048534 8.137130 0.0 0.0 -0.1 0.328
H -8.491548 -3.455135 7.033641 0.0 0.0 0.0 0.340
H -6.989787 -2.888820 7.784718 0.0 0.0 0.1 -0.156
```
Forces are in eV/Å.